Below is a cluster of 2 separate species, C9H10Br2Si in total, with properties calculated with ωB97M-V/def2-TZVPD.

Each line ends with the Mulliken spin population.
Atoms and positions in Å:
H  0.61299  0.43003  3.50743  0.00
H  -4.35676  -0.05527  -3.42890  0.00
Br  -5.35714  -1.86996  -0.69586  0.09
H  4.06225  -0.92308  -0.07082  0.00
C  1.30694  0.13270  2.65935  -0.14
H  2.17575  -0.82210  -1.64618  0.02
H  2.92846  -0.24398  4.07733  0.01
Si  -3.78659  -0.20306  -0.86227  0.73
H  -2.52504  2.14654  -2.58640  0.00
H  -3.04314  1.69861  -4.18486  0.01
C  1.52562  -0.42457  -0.99272  0.52
C  -3.78232  0.39086  -2.65004  0.02
C  1.90630  -0.31630  0.29344  -0.09
H  0.45961  -0.25653  -1.30856  0.04
C  2.60009  -0.33849  3.01519  0.26
Br  -3.87426  1.45570  0.64837  0.09
C  3.57320  -0.78543  2.06890  -0.10
C  0.98313  0.04825  1.23984  0.26
H  -0.04661  0.17441  0.96372  0.04
H  4.57071  -1.12904  2.31451  0.00
C  -3.21513  1.53536  -3.12405  0.06
C  3.28193  -0.64466  0.76260  0.17

charge = 0
lowest unoccupied orbital energy (alpha / beta) = -0.1 / -1.6 eV
E_HOMO (alpha / beta) = -7.228 / -9.340 eV
spin multiplicity = 3
orbital gap (alpha / beta) = 7.16 / 7.76 eV
total energy = -5786.39009 a.u.
largest force on an atom = 4.4 eV Å⁻¹